Entry 1:
A 2-piece molecular cluster, H2N2O3S overall. Source: the OMol25 dataset; level of theory: ωB97M-V/def2-TZVPD.

Each line ends with the Löwdin charge.
Element x y z (Å)
N -0.50319 -0.55078 -1.13521  -0.26
N 0.53711 0.10639 1.53022  -0.30
O 0.97236 -0.79457 0.86841  -0.04
O -0.55300 1.87854 -1.19429  -0.52
O 0.66742 0.33082 2.68988  0.06
S -1.18385 0.76378 -0.49133  0.91
H 0.33793 -0.40253 -1.73077  0.10
H -0.27477 -1.33165 -0.53692  0.04

Properties
- Max |F|: 0.03499 hartree/bohr
- LUMO energy (alpha / beta): -1.93 / -1.07 eV
- HOMO-LUMO gap (alpha / beta): 6.416 / 8.898 eV
- HOMO energy (alpha / beta): -8.3 / -10.0 eV
- Total charge: 0



Entry 2:
One molecule with the formula C2H3IO3S. Source: the OMol25 dataset; level of theory: ωB97M-V/def2-TZVPD.

Each line ends with the Löwdin spin population.
Element x y z (Å)
C -0.35173 1.04682 -0.16077  0.03
C 0.03526 0.10322 1.04113  0.43
O 0.78930 -2.17263 -1.68890  0.01
O -0.04684 0.31657 -1.37543  0.01
O -0.36035 -1.39095 0.33665  0.08
S -0.37329 -1.37509 -1.32786  0.02
I 2.11029 0.01186 1.55072  1.39
H -1.45221 1.32925 -0.07616  0.01
H 0.25419 1.94616 -0.25679  0.00
H -0.60462 0.18480 1.95740  0.02

Properties
- Max |F|: 0.12021 hartree/bohr
- 2S+1: 3
- LUMO energy (alpha / beta): 0.45 / -3.98 eV
- HOMO-LUMO gap (alpha / beta): 6.427 / 6.329 eV
- HOMO energy (alpha / beta): -6.0 / -10.3 eV
- Total charge: 0



Entry 3:
C46H31BrN8O4S2Tl as an isolated structure. Source: the OMol25 dataset; level of theory: ωB97M-V/def2-TZVPD.

Each line ends with the Löwdin charge.
Element x y z (Å)
Tl 0.42016 -0.53467 -0.03695  1.08
C -0.72844 1.71934 3.78791  -0.02
C -1.02425 0.72789 4.71006  -0.01
C -0.88386 -0.60145 4.35232  0.02
C -0.44712 -0.92485 3.07639  -0.19
N -0.17705 0.04436 2.19133  0.05
C -0.31237 1.32981 2.53154  -0.10
C -0.27910 -2.33999 2.62484  -0.21
C -0.52560 -3.42400 3.45112  0.02
C -0.39987 -4.70396 2.93427  -0.02
C -0.03553 -4.87024 1.61011  -0.01
C 0.20587 -3.73858 0.85077  -0.08
N 0.09443 -2.51477 1.36120  0.04
H -0.82810 2.76879 4.02970  0.12
H -1.36888 0.98707 5.70322  0.12
H -1.12897 -1.37552 5.06595  0.12
H -0.08617 2.05798 1.76197  0.11
H -0.82422 -3.28995 4.48211  0.11
H -0.59433 -5.56172 3.56409  0.12
H 0.05464 -5.85235 1.16635  0.12
H 0.49586 -3.80053 -0.19243  0.12
S 6.26458 0.88248 0.09573  1.06
C 7.81752 1.58420 0.01674  -0.39
C 7.76652 2.86738 -0.42866  -0.16
C 6.43937 3.28750 -0.71252  -0.11
C 5.50190 2.32174 -0.48309  -0.47
C 4.04494 2.41634 -0.66794  -0.16
C 3.18922 1.35730 -0.30367  -0.06
N 1.87332 1.39779 -0.41799  0.08
C 1.28933 2.50121 -0.93960  -0.15
C 2.05677 3.57941 -1.39299  -0.12
C 1.40660 4.69254 -2.03101  0.00
C 0.07277 4.70486 -2.20656  0.00
C -0.74372 3.62381 -1.72611  -0.12
C -2.13574 3.59795 -1.89367  0.07
C -2.88841 2.56172 -1.39044  -0.16
C -2.18331 1.56834 -0.67400  -0.05
N -0.87564 1.56152 -0.52191  0.06
C -0.14262 2.55350 -1.05984  -0.17
C -4.34335 2.48401 -1.57156  -0.47
C -5.14520 3.33299 -2.28361  -0.11
C -6.51085 2.95158 -2.27596  -0.16
C -6.72271 1.81057 -1.56289  -0.39
S -5.27823 1.19298 -0.91037  1.10
C 3.44584 3.51988 -1.22906  0.07
H 8.68564 1.00351 0.29827  0.08
H 8.64238 3.49192 -0.55411  0.11
H 6.19882 4.27959 -1.07966  0.11
H 3.61043 0.42739 0.04680  0.08
H 2.02000 5.51332 -2.38478  0.13
H -0.41150 5.53554 -2.70890  0.13
H -2.61047 4.41468 -2.42731  0.13
H -2.72124 0.76400 -0.18463  0.10
H -4.78054 4.21525 -2.79980  0.11
H -7.29925 3.49709 -2.78006  0.11
H -7.65524 1.29075 -1.39038  0.08
H 4.04684 4.35426 -1.57593  0.13
Br 6.49123 -2.51959 3.34958  0.82
C 4.89472 -2.00935 2.50755  -0.69
C 4.50970 -2.60777 1.32289  -0.07
C 3.34373 -2.16969 0.71684  -0.10
N 2.58233 -1.19432 1.23596  -0.01
C 2.97198 -0.63109 2.38753  -0.13
C 4.11494 -1.00844 3.06321  -0.09
H 5.10282 -3.38940 0.86774  0.12
H 3.01265 -2.59415 -0.22392  0.11
H 2.34336 0.16309 2.77996  0.11
H 4.39821 -0.52176 3.98699  0.11
O -3.48183 -1.74590 1.83482  0.05
C -4.32730 -2.11279 0.84144  -0.27
C -5.61792 -2.49365 1.20198  -0.01
C -6.51881 -2.88644 0.23175  -0.07
C -6.15505 -2.90549 -1.11558  -0.08
C -4.88006 -2.51163 -1.47535  -0.03
C -3.94871 -2.11020 -0.51218  -0.09
C -2.60774 -1.61685 -0.97096  -0.52
O -2.36357 -1.45303 -2.16852  0.04
O -1.76224 -1.28955 -0.03191  -0.16
H -2.65519 -1.49861 1.37319  0.05
H -5.88800 -2.47467 2.25182  0.12
H -7.52165 -3.17948 0.52557  0.11
H -6.86279 -3.22504 -1.87112  0.11
H -4.56937 -2.49790 -2.51245  0.12
N 0.11610 -0.45803 -2.48843  0.12
C 1.07629 -1.49289 -2.59384  -0.47
O 1.35929 -2.02620 -1.46420  -0.11
C 1.66533 -1.84161 -3.78211  -0.18
C 2.68697 -2.84272 -3.79914  -0.20
N 3.49850 -3.66116 -3.78038  0.15
C 1.25869 -1.17772 -4.98475  -0.21
N 0.88899 -0.57510 -5.89703  0.15
H -0.83431 -0.88469 -2.45978  0.06
H 0.12685 0.20221 -3.26157  0.12

Properties
- Max |F|: 0.00830 hartree/bohr
- LUMO energy: -3.42 eV
- HOMO-LUMO gap: 7.040 eV
- HOMO energy: -10.5 eV
- Total charge: +1



Entry 4:
An isolated ion of composition C4H9O2 and charge -1. Source: the OMol25 dataset; level of theory: ωB97M-V/def2-TZVPD.

Each line ends with the Löwdin charge.
Element x y z (Å)
O -0.87667 -0.14352 2.52999  -0.35
C -0.32152 0.87127 1.88019  -0.60
C 0.44063 0.47379 0.59958  -0.25
C -0.47828 -0.01480 -0.50426  -0.22
C 0.30581 -0.56050 -1.68947  -0.28
O 0.46987 -1.99168 -1.66073  -0.10
H -0.99501 1.71998 1.57430  0.07
H 0.47940 1.42885 2.47514  0.07
H 1.01847 1.32831 0.19421  0.09
H 1.22967 -0.26317 0.76646  0.10
H -1.02627 -0.84968 -0.05474  0.10
H -1.18714 0.69686 -0.88214  0.10
H -0.25829 -0.34855 -2.60777  0.10
H 1.27633 -0.07066 -1.70569  0.10
H -0.07702 -2.27650 -0.91508  0.07

Properties
- Max |F|: 0.03153 hartree/bohr
- LUMO energy: 3.93 eV
- HOMO-LUMO gap: 6.231 eV
- HOMO energy: -2.3 eV
- Total charge: -1
- SMILES string: [O-]CCCCO



Entry 5:
A 2-piece molecular cluster, C4H7N3 overall. Source: the OMol25 dataset; level of theory: ωB97M-V/def2-TZVPD.

Each line ends with the Löwdin charge.
Element x y z (Å)
C -0.80035 1.62916 -1.31209  -0.10
N -0.99646 0.23331 -0.97430  -0.06
C -0.61229 -0.26380 0.19528  -0.22
N -0.88451 -1.38697 0.70447  -0.09
N -0.14904 -2.33116 1.11410  0.02
C 1.86270 -1.04620 1.37381  -0.01
C 1.57342 -0.01029 0.79860  -0.05
H -0.83500 2.21733 -0.39305  0.09
H 0.16208 1.80227 -1.81075  0.08
H -1.60149 1.96835 -1.97431  0.08
H -1.22607 -0.39369 -1.73676  0.14
H -0.70053 -2.86197 1.79995  0.06
H 2.24513 -1.90555 1.87581  0.03
H 1.66241 0.96791 0.37555  0.03

Properties
- Max |F|: 0.00976 hartree/bohr
- LUMO energy: 0.83 eV
- HOMO-LUMO gap: 9.044 eV
- HOMO energy: -8.2 eV
- Total charge: 0



Entry 6:
One molecule with the formula C2H2O2P2. Source: the OMol25 dataset; level of theory: ωB97M-V/def2-TZVPD.

Each line ends with the Löwdin charge.
Element x y z (Å)
O 2.63600 -0.34195 -2.05216  0.14
C 1.55763 -0.44634 -1.71726  -0.66
P 0.60535 -1.56195 -0.58497  0.69
P -1.18116 -0.27554 -0.94641  0.70
C 0.35421 0.65713 -1.76438  -0.61
O 0.41010 1.81850 -1.97610  0.06
H 1.20026 -1.01533 0.45664  -0.13
H -1.19552 0.70718 -0.13224  -0.19

Properties
- Max |F|: 0.11424 hartree/bohr
- LUMO energy: -0.75 eV
- HOMO-LUMO gap: 8.381 eV
- HOMO energy: -9.1 eV
- Total charge: 0
- SMILES string: O=C1[PH]#[PH]C1=O



How do the records compare in E_tot? In the order shown, they have -734.452266; -999.383607; -6053.313213; -308.255464; -320.683767; -910.505668 Ha.